C15H25Br18ClI2NOP | wB97M-V/def2-TZVPD

XYZ file:
```
64
Properties=species:S:1:pos:R:3:lowdin_charge:R:1
C 0.3670 -1.3423 0.1225 -0.024
C -0.4332 -0.4486 1.0678 -0.621
O -1.2722 -0.9277 1.7118 0.131
N -0.1549 0.9621 1.1482 -0.277
C 1.2441 1.0999 1.5500 -0.152
P -0.5250 1.6994 -0.4951 0.791
C -0.7703 3.3630 0.2939 -0.254
C 0.4693 4.2497 0.4393 -0.350
C 0.5367 4.8549 1.8318 -0.568
Cl 1.7115 6.2251 1.7924 0.542
C -1.0136 2.2626 -2.2582 -0.922
I -1.2696 0.4861 -3.4684 0.798
C -0.1495 3.2713 -3.0156 -0.864
C -0.5986 4.7367 -2.8245 -0.157
I 1.9820 3.1095 -2.7374 0.858
H -0.2452 -1.6026 -0.7295 0.068
H 0.7412 -2.2151 0.6343 0.039
H 1.2349 -0.8134 -0.2618 0.049
H 1.4321 0.3778 2.3388 0.062
H 1.4692 2.0586 1.9934 0.064
H 1.9794 0.8848 0.7632 0.048
H 0.6846 1.1290 -0.9653 -0.006
H -1.6665 0.8575 -0.5191 0.038
H -1.5987 3.8604 -0.1928 0.078
H -1.1205 3.1465 1.2909 0.080
H 1.3822 3.6871 0.3196 0.054
H 0.5201 5.0753 -0.2567 0.069
H 0.9334 4.1693 2.5615 0.058
H -0.4120 5.2597 2.1350 0.072
H -2.0082 2.6870 -2.1876 0.030
H -0.2936 3.0774 -4.0591 0.011
H 0.2193 5.3645 -2.5226 0.032
H -0.9147 5.1266 -3.7822 0.076
H -1.4497 4.8266 -2.1615 0.065
C 3.9631 -2.6848 2.5170 -1.597
Br 4.3348 -1.0287 1.6179 0.598
Br 2.1400 -2.7380 3.1576 0.628
Br 4.3864 -4.2055 1.4142 0.573
H 4.6012 -2.7359 3.3875 -0.026
C 0.7159 -3.6252 6.7220 -1.653
Br 1.9773 -2.7588 7.8935 0.566
Br -0.0607 -5.1874 7.5370 0.560
Br -0.6338 -2.4009 6.0984 0.556
H 1.2674 -3.9589 5.8543 -0.075
C -5.6991 1.0388 -3.6191 -1.624
Br -5.6905 2.9603 -3.4557 0.562
Br -5.0322 0.4687 -5.3357 0.534
Br -4.7438 0.2062 -2.1696 0.530
H -6.7280 0.7168 -3.5526 -0.031
C -4.3248 -6.3556 6.3551 -1.641
Br -4.2262 -4.4549 6.6446 0.557
Br -3.7140 -6.8401 4.5940 0.569
Br -3.3825 -7.3290 7.7246 0.549
H -5.3655 -6.6373 6.4220 -0.033
C 7.4832 -3.8641 -1.5026 -1.650
Br 8.3502 -4.1783 0.1891 0.555
Br 6.5493 -2.1807 -1.5209 0.548
Br 8.7195 -4.0086 -2.9724 0.572
H 6.7430 -4.6406 -1.6312 -0.032
C -2.4611 -0.8699 -8.4858 -1.638
Br -1.2495 0.1370 -7.3797 0.532
Br -3.1513 -2.4091 -7.5556 0.563
Br -3.8803 0.2388 -9.1709 0.561
H -1.8990 -1.2329 -9.3339 -0.031
```

## Properties
E_LUMO (eV): -0.25
Frontier orbital gap (eV): 8.55
HOMO (eV): -8.802
E (hartree): -48445.584828